1.
{
  "formula": "C16H19N3O5S",
  "method": "ωB97M-V/def2-TZVPD",
  "species": ["C", "O", "C", "C", "C", "C", "O", "C", "C", "N", "N", "C", "S", "C", "C", "O", "N", "C", "C", "O", "C", "C", "O", "C", "C", "H", "H", "H", "H", "H", "H", "H", "H", "H", "H", "H", "H", "H", "H", "H", "H", "H", "H", "H"],
  "positions_angstrom": [[-3.72050, 4.11487, -3.90248], [-2.41192, 3.60190, -3.95452], [-1.65559, 3.63691, -2.82030], [-2.07673, 4.13652, -1.59157], [-1.21880, 4.12193, -0.50922], [0.07190, 3.61546, -0.62259], [0.82784, 3.68418, 0.52527], [2.14814, 3.20225, 0.52744], [2.21605, 1.71658, 0.64525], [2.37991, 1.03582, 1.72732], [2.36832, -0.26903, 1.39729], [2.19804, -0.32195, 0.10713], [2.09512, -1.71884, -0.89243], [2.56532, -3.00406, 0.32800], [1.50561, -4.09582, 0.42646], [1.72659, -5.19467, -0.04440], [0.33862, -3.78624, 1.02348], [-0.01371, -2.57596, 1.73259], [-0.36922, -2.93303, 3.18408], [-1.39591, -3.89254, 3.24796], [-1.02197, -5.07573, 2.57834], [-0.70298, -4.79494, 1.10857], [2.09276, 0.90306, -0.44039], [0.49350, 3.11198, -1.84691], [-0.36527, 3.12482, -2.92904], [-3.72619, 5.17815, -3.64110], [-4.12559, 3.98966, -4.90541], [-4.34233, 3.56215, -3.19063], [-3.06791, 4.54071, -1.46231], [-1.53477, 4.50927, 0.44622], [2.70061, 3.53159, -0.36164], [2.60565, 3.62205, 1.42687], [2.76545, -2.49777, 1.26899], [3.47224, -3.47248, -0.05466], [0.79759, -1.85197, 1.73801], [-0.89166, -2.13190, 1.24760], [-0.73654, -2.05125, 3.71034], [0.53154, -3.31063, 3.69240], [-1.86814, -5.75844, 2.66500], [-0.14136, -5.52179, 3.06494], [-0.34785, -5.69566, 0.60766], [-1.59952, -4.41744, 0.60509], [1.47993, 2.69797, -1.98057], [-0.04628, 2.73430, -3.88213]],
  "homo_lumo_gap_ev": 8.75,
  "smiles": "COc1ccc(OCc2nnc(SCC(=O)N3CCOCC3)o2)cc1",
  "multiplicity": 1
}

2.
{
  "formula": "C11H24FO2S",
  "method": "ωB97M-V/def2-TZVPD",
  "species": ["C", "C", "C", "C", "S", "C", "F", "C", "C", "H", "H", "H", "H", "H", "H", "H", "H", "H", "H", "H", "H", "H", "H", "H", "H", "O", "C", "O", "C", "C", "C", "H", "H", "H", "H", "H", "H", "H", "H"],
  "positions_angstrom": [[-0.02789, -3.12227, -0.54131], [-0.14044, -1.61917, -0.88106], [-1.18515, -0.91805, 0.01450], [-0.58853, 0.01885, 1.03442], [-2.34083, 0.10483, -0.98046], [-3.95237, -0.77213, -1.13599], [-4.47625, -0.32192, -2.29792], [-3.87205, -2.27889, -1.14295], [-3.96869, -2.92832, 0.24129], [1.01130, -3.39230, -0.55560], [-0.42228, -3.35045, 0.43997], [-0.56208, -3.71210, -1.26721], [-0.45670, -1.57238, -1.91105], [0.82756, -1.15118, -0.80142], [-1.75158, -1.68054, 0.52616], [-1.33063, 0.22865, 1.79382], [-0.28348, 0.95848, 0.59273], [0.25812, -0.42530, 1.53668], [-1.84735, 0.05187, -2.22896], [-4.56524, -0.38082, -0.33282], [-2.96547, -2.58927, -1.64616], [-4.68132, -2.61495, -1.76937], [-4.78769, -3.62080, 0.30905], [-4.10626, -2.20409, 1.03440], [-3.04713, -3.43958, 0.46124], [0.96699, 2.42588, -0.31501], [2.10954, 2.71086, -0.04241], [2.88199, 1.77275, 0.52229], [4.29641, 1.92897, 0.72981], [4.60049, 2.63456, 2.03386], [2.64860, 4.10414, -0.24699], [4.75675, 2.42111, -0.12665], [4.69000, 0.91485, 0.75743], [4.20894, 3.65169, 2.04291], [5.67663, 2.68054, 2.19695], [4.14310, 2.10125, 2.86709], [2.39994, 4.70671, 0.62553], [2.16219, 4.53330, -1.11921], [3.72085, 4.14517, -0.41757]],
  "homo_lumo_gap_ev": 10.17,
  "multiplicity": 1,
  "charge": 1
}

3.
{
  "formula": "C38H74BrN6O5P2S2Si",
  "method": "ωB97M-V/def2-TZVPD",
  "species": ["C", "C", "C", "C", "C", "C", "C", "P", "O", "Br", "C", "S", "S", "C", "O", "O", "N", "C", "C", "C", "C", "P", "C", "C", "C", "C", "C", "O", "Si", "C", "C", "C", "O", "C", "N", "H", "H", "H", "H", "H", "H", "H", "H", "H", "H", "H", "H", "H", "H", "H", "H", "H", "H", "H", "H", "H", "H", "H", "H", "H", "H", "H", "H", "H", "H", "H", "H", "H", "H", "H", "H", "H", "H", "H", "H", "H", "H", "H", "H", "H", "H", "C", "C", "C", "C", "N", "H", "H", "H", "H", "H", "H", "H", "C", "C", "C", "C", "N", "H", "H", "H", "H", "H", "H", "H", "C", "C", "C", "C", "N", "H", "H", "H", "H", "H", "H", "H", "C", "C", "C", "C", "N", "H", "H", "H", "H", "H", "H", "H"],
  "positions_angstrom": [[2.01887, 4.41847, 3.12023], [0.71135, 4.42637, 2.08851], [-0.01403, 2.92093, 1.97941], [0.13420, 2.19784, 0.54651], [1.71275, 2.46114, 0.03691], [-0.43932, 0.73344, 0.25780], [-1.90570, 0.61612, -0.56323], [-1.27482, 0.60273, -2.34324], [-0.36882, -0.88718, -2.73522], [-2.97673, 0.48482, -3.91911], [-2.63100, -0.57442, 0.25645], [-3.03618, -1.79667, -1.15893], [-4.37470, 0.15393, 0.41150], [-4.98194, 1.02207, -1.14090], [-4.57806, 1.19166, 1.52607], [-5.47126, -0.94540, 0.70793], [-1.92973, -1.15125, 1.51900], [-2.59806, -1.24071, 2.81050], [-2.55052, -0.22630, 4.04854], [-1.60262, -0.77936, 5.32228], [-2.37324, 1.37288, 3.76038], [-1.97619, -2.91828, 1.04842], [-0.71127, -3.99407, 2.07362], [-3.58888, -3.82401, 1.47331], [-0.48615, -0.58276, 1.29890], [0.49952, -0.47789, 2.59464], [2.00440, 0.09778, 2.41463], [2.91882, -0.80055, 3.19780], [4.58939, -0.27794, 3.04816], [5.25712, -0.19636, 1.24284], [5.73069, -1.50655, 4.01433], [4.78170, 1.45149, 3.89546], [-0.14093, -1.57357, 0.21815], [1.20803, -2.04443, 0.17044], [2.50509, -2.27505, 0.11832], [3.02411, 4.74207, 2.58498], [1.84358, 5.24880, 3.96071], [2.10701, 3.40124, 3.71121], [0.93515, 4.90913, 1.04840], [-0.05682, 5.17793, 2.61296], [-1.17058, 3.21545, 2.06805], [0.35962, 2.33998, 2.92036], [-0.47153, 2.91342, -0.20544], [1.76027, 3.51053, -0.53085], [2.46981, 2.50663, 0.92823], [2.08543, 1.66769, -0.73239], [0.32749, 0.40863, -0.61072], [-2.37284, 1.68724, -0.32041], [0.61921, -0.63553, -2.68083], [-4.19756, -2.51703, -0.90252], [-5.97225, 1.63872, -0.88696], [-4.21445, 1.84925, -1.52983], [-5.21254, 0.28048, -2.01552], [-2.31312, -2.27181, 3.35304], [-3.77103, -1.40753, 2.62409], [-3.62528, -0.25592, 4.58493], [-2.18521, -0.80775, 6.33557], [-1.09878, -1.80916, 5.09533], [-0.70398, -0.00654, 5.46739], [-2.24472, 1.41830, 2.57381], [-1.41980, 1.79197, 4.30893], [-3.31430, 1.99863, 4.06301], [-0.39460, -3.46735, 3.08136], [0.22226, -4.32452, 1.41138], [-1.19610, -5.03096, 2.41670], [-4.57778, -3.35804, 1.06820], [-3.48190, -4.94361, 1.09015], [-3.71839, -3.88399, 2.65865], [0.09130, 0.25170, 3.44765], [0.59388, -1.53301, 3.14550], [2.44769, 0.12739, 1.33930], [2.19657, 1.17728, 2.88185], [4.81672, 0.73775, 0.65241], [5.15224, -1.20388, 0.63162], [6.42932, 0.00578, 1.31326], [5.92206, -2.52689, 3.46731], [6.80165, -1.01132, 4.17692], [5.28487, -1.74534, 5.06968], [5.87826, 1.54779, 4.31553], [3.95816, 1.50387, 4.74589], [4.55530, 2.25466, 3.06009], [3.19302, -6.95774, 4.54145], [2.71476, -5.51773, 4.38468], [3.42305, -4.77582, 3.24961], [4.91713, -4.72307, 3.52437], [6.15656, -4.67922, 3.75241], [4.25515, -7.00480, 4.80187], [2.64005, -7.45647, 5.34377], [3.03876, -7.52532, 3.61664], [2.87217, -4.98672, 5.33149], [1.63614, -5.52043, 4.19238], [3.03605, -3.75450, 3.16933], [3.25012, -5.28064, 2.29300], [-6.47777, -0.93187, -4.71558], [-7.07688, -1.34181, -6.05721], [-6.63353, -0.43674, -7.20820], [-7.07745, 0.99178, -6.93836], [-7.44585, 2.17681, -6.71451], [-6.80087, 0.07076, -4.41808], [-6.79865, -1.62255, -3.92932], [-5.38254, -0.94430, -4.75472], [-8.17067, -1.33083, -5.97532], [-6.78079, -2.37324, -6.27835], [-7.07800, -0.77973, -8.14846], [-5.54403, -0.46074, -7.31897], [0.93468, -0.56551, -7.78626], [0.07036, -0.28864, -6.56019], [-0.37560, -1.56592, -5.84592], [-1.20281, -2.42110, -6.79192], [-1.88914, -3.13044, -7.57671], [0.38726, -1.13030, -8.54751], [1.25308, 0.37508, -8.24684], [1.83184, -1.13304, -7.51383], [-0.80814, 0.29098, -6.86918], [0.63698, 0.33430, -5.85926], [-0.97967, -1.31398, -4.96789], [0.49310, -2.14062, -5.50689], [3.50206, 7.64692, -3.41151], [4.28251, 6.33636, -3.39469], [3.48496, 5.17661, -2.79520], [3.11741, 5.49635, -1.35534], [2.81264, 5.76159, -0.16082], [3.24942, 7.97992, -2.39986], [4.09963, 8.43901, -3.87382], [2.57265, 7.54284, -3.98298], [5.20964, 6.48300, -2.82713], [4.56990, 6.08069, -4.42059], [4.08167, 4.25863, -2.81850], [2.56943, 5.00118, -3.37043]],
  "homo_lumo_gap_ev": 7.41,
  "multiplicity": 1,
  "charge": 1
}

Question: What is the formula in the second record?
Answer: C11H24FO2S

Question: Number 3 is which compound?
Answer: C38H74BrN6O5P2S2Si